This record from the Open Molecules 2025 dataset describes C6H8BaLiO6 as an isolated structure at a distorted geometry. The level of theory is ωB97M-V/def2-TZVPD.

Structure (XYZ):
```
22
C6H8BaLiO6, DFT ωB97M-V/def2-TZVPD
O 2.03 0.81 -0.06
C -0.80 0.41 -1.38
C 2.42 0.03 -1.15
O -0.59 1.63 -1.37
O 0.13 -0.42 -1.88
C 1.41 0.10 -2.29
H 2.56 -1.03 -0.87
H 3.38 0.38 -1.55
H 1.74 -0.54 -3.12
H 1.30 1.13 -2.65
Li 0.88 2.29 -0.32
O -1.14 0.05 2.53
C -0.93 1.08 1.67
C -2.16 -0.88 2.11
O 0.09 1.77 1.82
O -1.20 -0.12 0.21
C -1.81 -1.32 0.68
H -3.09 -0.31 2.12
H -2.14 -1.73 2.80
H -2.69 -1.47 0.05
H -1.16 -2.18 0.57
Ba 1.79 0.29 2.06
```

## Properties
Lowest unoccupied orbital energy (spin up / spin down)   -4.02 / -4.02 eV
Gap between HOMO and LUMO (spin up / spin down)   5.5 / 5.5 eV
E_HOMO (spin up / spin down)   -9.56 / -9.56 eV
Net charge   +1


This record from the Open Molecules 2025 dataset describes an isolated molecule of C6H8BrClO at a distorted geometry. The level of theory is ωB97M-V/def2-TZVPD.

Structure (XYZ):
```
17
C6H8BrClO, DFT ωB97M-V/def2-TZVPD
C 0.45 -0.84 -0.87
C 1.22 -0.47 0.41
C -1.01 -1.20 -0.74
C -0.11 1.58 1.00
C 1.14 1.01 0.74
C -1.79 0.05 -0.23
O -1.28 1.00 0.54
Cl 1.87 1.89 -0.98
Br -3.77 -0.05 -0.19
H 0.60 0.16 -1.36
H 0.91 -1.62 -1.34
H 0.74 -0.98 1.31
H 2.27 -0.87 0.40
H -1.43 -1.50 -1.72
H -1.18 -2.06 0.05
H -0.42 2.54 1.45
H 1.79 1.37 1.52
```

## Properties
Lowest unoccupied orbital energy (spin up / spin down)   -0.85 / -0.10 eV
Gap between HOMO and LUMO (spin up / spin down)   6.9 / 8.0 eV
E_HOMO (spin up / spin down)   -7.74 / -8.10 eV
Net charge   0


This record from the Open Molecules 2025 dataset describes an isolated molecule of C6H8BrFO4 at a distorted geometry. The level of theory is ωB97M-V/def2-TZVPD.

Structure (XYZ):
```
20
C6H8BrFO4, DFT ωB97M-V/def2-TZVPD
C -0.46 -1.10 1.72
C 0.33 -1.06 0.45
O -0.11 0.01 -0.39
C 0.40 0.03 -1.56
O 1.18 -0.86 -1.88
C -0.26 1.12 -2.46
O 0.70 1.83 -3.24
C 1.88 1.50 -2.71
O 2.55 0.42 -3.29
C 2.19 2.04 -1.56
F 3.17 1.54 -0.77
Br 1.31 3.46 -0.80
H -0.33 -1.89 2.43
H -0.40 -0.18 2.13
H -1.49 -1.37 1.59
H 0.24 -1.89 -0.20
H 1.40 -1.03 0.65
H -0.98 0.60 -3.16
H -0.67 2.05 -1.96
H 2.76 -0.23 -2.73
```

## Properties
Lowest unoccupied orbital energy   0.58 eV
Gap between HOMO and LUMO   9.7 eV
Structure (SMILES)   CCOC(=O)CO/C(O)=C(/F)Br
E_HOMO   -9.10 eV
Net charge   0


This record from the Open Molecules 2025 dataset describes an isolated ion of composition C6H8BrN2 and charge +1 at a distorted geometry. The level of theory is ωB97M-V/def2-TZVPD.

Structure (XYZ):
```
17
C6H8BrN2, DFT ωB97M-V/def2-TZVPD
C 0.53 1.79 0.23
C -0.58 0.98 0.00
C 1.93 1.56 0.10
C 2.47 0.39 0.17
C -0.51 -0.43 -0.34
C 0.98 -1.05 1.39
N 0.31 -1.34 0.20
N -1.30 -0.88 -1.35
Br 4.16 -0.31 -0.18
H 0.41 2.87 0.22
H -1.60 1.33 0.08
H 2.62 2.34 -0.06
H 1.55 -1.85 1.84
H 0.87 -0.03 1.79
H 0.20 -2.34 -0.13
H -1.42 -0.29 -2.13
H -1.33 -1.87 -1.61
```

## Properties
Lowest unoccupied orbital energy (spin up / spin down)   -4.78 / -5.17 eV
Gap between HOMO and LUMO (spin up / spin down)   7.4 / 7.3 eV
E_HOMO (spin up / spin down)   -12.19 / -12.47 eV
Net charge   +1


This record from the Open Molecules 2025 dataset describes an isolated ion of composition C6H8BrN2 and charge +1 at a distorted geometry. The level of theory is ωB97M-V/def2-TZVPD.

Structure (XYZ):
```
17
C6H8BrN2, DFT ωB97M-V/def2-TZVPD
C 1.80 1.43 0.00
C 0.61 2.06 -0.32
C -1.08 0.56 0.66
C -0.27 -1.80 0.27
C -1.38 -1.63 -0.79
C -1.40 -0.80 0.58
N 1.94 0.25 0.49
N -0.59 1.51 -0.16
Br 3.42 -0.54 1.10
H 2.56 2.19 -0.15
H 0.67 3.00 -0.98
H -0.12 -2.48 1.13
H 0.66 -1.29 -0.01
H -1.08 -1.05 -1.58
H -2.17 -2.36 -0.91
H -2.19 -1.13 1.15
H -1.38 2.09 -0.47
```

## Properties
Lowest unoccupied orbital energy (spin up / spin down)   -5.43 / -5.79 eV
Gap between HOMO and LUMO (spin up / spin down)   7.1 / 7.2 eV
E_HOMO (spin up / spin down)   -12.56 / -12.96 eV
Net charge   +1


This record from the Open Molecules 2025 dataset describes C6H8CeO4 as an isolated structure at a distorted geometry. The level of theory is ωB97M-V/def2-TZVPD.

Structure (XYZ):
```
19
C6H8CeO4, DFT ωB97M-V/def2-TZVPD
O -0.08 -1.72 -1.79
C -1.33 -1.57 -2.14
C -2.08 -2.42 -2.87
H -1.85 -0.63 -1.64
H -1.70 -3.40 -3.15
H -2.94 -2.02 -3.42
O 1.87 -1.30 1.44
C 1.28 -0.93 2.53
C 0.54 0.22 2.64
O 0.50 0.88 1.43
C -0.08 1.90 0.94
C 0.64 2.38 -0.27
O 1.40 1.42 -0.87
Ce 1.77 -0.64 -0.58
H 1.39 -1.55 3.43
H 0.17 0.73 3.52
H -0.62 2.57 1.62
H 1.26 3.24 0.09
H -0.15 2.84 -0.90
```

## Properties
Lowest unoccupied orbital energy (spin up / spin down)   -5.86 / -5.86 eV
Gap between HOMO and LUMO (spin up / spin down)   4.3 / 4.3 eV
E_HOMO (spin up / spin down)   -10.14 / -10.15 eV
Net charge   +1
Multiplicity   2


This record from the Open Molecules 2025 dataset describes C6H8CeO6 as an isolated structure at a distorted geometry. The level of theory is ωB97M-V/def2-TZVPD.

Structure (XYZ):
```
21
C6H8CeO6, DFT ωB97M-V/def2-TZVPD
O -3.04 -2.45 -0.01
C -2.36 -1.43 0.17
O -1.19 -1.66 0.75
O -2.80 -0.28 -0.18
C -1.93 0.89 -0.27
C -0.71 0.64 -1.10
C 0.42 1.31 -0.87
C 1.77 0.80 -1.29
Ce -2.58 -4.01 1.67
H -1.69 1.20 0.75
H -2.58 1.64 -0.74
H -0.82 0.03 -2.00
H 0.42 2.17 -0.19
H 2.26 1.59 -1.87
H 1.70 -0.09 -1.91
O 2.74 0.51 -0.28
C 2.59 0.03 0.93
O 1.81 -0.90 1.13
H 3.09 0.30 2.74
O 3.03 0.79 1.90
H -0.14 -1.09 0.66
```

## Properties
Lowest unoccupied orbital energy (spin up / spin down)   -16.08 / -13.14 eV
Gap between HOMO and LUMO (spin up / spin down)   2.4 / 6.8 eV
E_HOMO (spin up / spin down)   -18.49 / -19.95 eV
Net charge   +3
Multiplicity   2


This record from the Open Molecules 2025 dataset describes a 2-piece molecular cluster, C6H8Cl2NO3 overall at a distorted geometry. The level of theory is ωB97M-V/def2-TZVPD.

Structure (XYZ):
```
20
C6H8Cl2NO3, DFT ωB97M-V/def2-TZVPD
C 1.52 -1.75 -1.14
C -0.78 -2.14 -0.36
C -2.03 0.24 1.26
C 1.84 2.06 -0.86
C -2.45 -0.62 0.08
C 2.16 1.86 0.65
N 0.48 -2.35 -1.01
O 2.59 -1.48 -1.50
O -1.26 -3.03 0.31
O -1.36 -0.97 -0.73
Cl 1.80 0.13 0.96
Cl 3.93 1.97 1.01
H -1.47 1.15 0.91
H -2.85 0.42 1.96
H -1.35 -0.29 1.99
H 1.51 3.02 -0.86
H 2.79 1.81 -1.49
H 1.03 1.40 -0.99
H -3.07 0.03 -0.55
H -3.03 -1.46 0.35
```

## Properties
Lowest unoccupied orbital energy   3.18 eV
Gap between HOMO and LUMO   5.5 eV
E_HOMO   -2.33 eV
Net charge   -1


This record from the Open Molecules 2025 dataset describes a 2-piece molecular cluster, C6H8ClF overall at a distorted geometry. The level of theory is ωB97M-V/def2-TZVPD.

Structure (XYZ):
```
16
C6H8ClF, DFT ωB97M-V/def2-TZVPD
C -0.20 1.84 -1.81
C 0.97 0.56 1.77
C -0.72 0.59 -1.57
C 1.03 -0.05 0.54
C -0.94 -1.58 0.89
C 0.16 -1.02 0.01
F -1.77 0.09 -2.14
Cl 2.47 0.25 -0.38
H -0.74 2.31 -2.68
H 0.79 2.12 -1.53
H 1.73 1.17 2.14
H 0.27 0.42 2.54
H -0.74 -1.16 1.89
H -1.97 -1.25 0.48
H -0.97 -2.62 0.65
H 0.63 -1.66 -0.79
```

## Properties
Lowest unoccupied orbital energy (spin up / spin down)   -0.47 / -0.33 eV
Gap between HOMO and LUMO (spin up / spin down)   8.0 / 7.9 eV
E_HOMO (spin up / spin down)   -8.50 / -8.27 eV
Net charge   0


This record from the Open Molecules 2025 dataset describes a 2-piece molecular cluster, C6H8ClIN2 overall at a distorted geometry. The level of theory is ωB97M-V/def2-TZVPD.

Structure (XYZ):
```
18
C6H8ClIN2, DFT ωB97M-V/def2-TZVPD
C 0.23 -2.81 -2.36
N 0.61 -2.10 -1.42
C -0.01 -1.18 -0.61
Cl -1.80 -0.96 -0.64
C 0.73 -0.25 -0.04
I 2.82 -0.03 -0.35
C 0.18 0.66 0.95
C 1.08 1.74 1.54
H -0.79 -3.06 -2.61
H 0.95 -3.40 -2.87
H -0.63 1.23 0.69
H -0.01 0.10 1.83
H 1.35 2.43 0.79
H 2.04 1.35 1.91
H 0.41 2.11 2.39
C -1.72 -2.41 2.46
N -1.82 -1.39 2.96
H -1.70 -3.32 1.99
```

## Properties
Lowest unoccupied orbital energy   0.05 eV
Gap between HOMO and LUMO   8.9 eV
Structure (SMILES)   C=N/C(Cl)=C(\I)CC.C#N
E_HOMO   -8.85 eV
Net charge   0


This record from the Open Molecules 2025 dataset describes an isolated molecule of C6H8ClN at a distorted geometry. The level of theory is ωB97M-V/def2-TZVPD.

Structure (XYZ):
```
16
C6H8ClN, DFT ωB97M-V/def2-TZVPD
C -1.33 0.48 0.60
C -0.36 0.15 -0.44
N -0.56 0.16 -1.93
C 0.94 0.97 -0.05
C 1.80 0.14 0.40
C 1.37 -1.14 0.62
C 0.15 -1.20 0.14
Cl -0.75 -2.71 0.53
H -1.51 1.74 0.77
H -2.21 -0.06 0.10
H -0.99 -0.04 1.65
H -0.73 1.28 -2.11
H -1.65 -0.15 -1.80
H 1.32 1.92 -0.47
H 2.80 0.44 0.88
H 1.70 -1.99 1.10
```

## Properties
Lowest unoccupied orbital energy   0.80 eV
Gap between HOMO and LUMO   9.4 eV
Structure (SMILES)   C[C@@]1(N)C=CC=C1Cl
E_HOMO   -8.63 eV
Net charge   0


This record from the Open Molecules 2025 dataset describes C6H8EuLiO6 as an isolated structure at a distorted geometry. The level of theory is ωB97M-V/def2-TZVPD.

Structure (XYZ):
```
22
C6H8EuLiO6, DFT ωB97M-V/def2-TZVPD
O -0.97 -2.44 0.69
C -1.02 -1.65 -0.35
C -1.44 -1.87 1.93
O -0.63 -2.04 -1.47
O -1.54 -0.49 -0.18
C -0.42 -0.84 2.36
H -1.47 -2.70 2.65
H -2.42 -1.40 1.82
H 0.51 -1.38 2.60
H -0.79 -0.41 3.30
O 1.17 1.46 0.12
C 1.28 0.40 0.94
C 1.88 1.45 -1.13
O 0.28 0.48 1.75
O -0.32 1.27 -2.08
C 0.91 1.92 -2.20
H 2.22 0.43 -1.32
H 2.75 2.13 -1.05
H 1.38 1.76 -3.18
H 0.74 3.01 -2.09
Li -0.88 1.39 -0.23
Eu -1.23 -0.46 -2.89
```

## Properties
Lowest unoccupied orbital energy (spin up / spin down)   -3.95 / -3.92 eV
Gap between HOMO and LUMO (spin up / spin down)   7.8 / 8.3 eV
E_HOMO (spin up / spin down)   -11.80 / -12.17 eV
Net charge   +1
Multiplicity   8


This record from the Open Molecules 2025 dataset describes an isolated molecule of C6H8F2P2 at a distorted geometry. The level of theory is ωB97M-V/def2-TZVPD.

Structure (XYZ):
```
18
C6H8F2P2, DFT ωB97M-V/def2-TZVPD
H 0.34 -1.50 -4.13
P 0.12 -0.21 -4.80
C 0.32 0.81 -3.52
C 0.53 0.64 -2.14
F 1.14 1.72 -1.46
C 0.07 -0.30 -1.28
F -0.58 -1.39 -1.77
P 0.73 -0.65 0.52
C -0.11 0.12 2.04
C -0.05 1.43 2.28
C -0.52 -0.96 3.08
H 0.22 1.86 -3.78
H -0.17 -1.73 0.78
H 0.47 2.00 1.45
H -0.64 1.93 3.05
H -0.60 -0.72 4.10
H 0.23 -1.60 2.87
H -1.50 -1.44 2.70
```

## Properties
Lowest unoccupied orbital energy   -0.79 eV
Gap between HOMO and LUMO   7.8 eV
Structure (SMILES)   [H]/P=C\C(F)=C(/F)PC(=C)C
E_HOMO   -8.55 eV
Net charge   0


This record from the Open Molecules 2025 dataset describes a 2-piece molecular cluster, C6H8F3INO3 overall at a distorted geometry. The level of theory is ωB97M-V/def2-TZVPD.

Structure (XYZ):
```
22
C6H8F3INO3, DFT ωB97M-V/def2-TZVPD
N -1.34 -3.52 2.55
C -0.26 -3.81 1.57
C 1.11 -3.32 2.23
O 1.97 -4.18 2.53
I 1.62 -1.25 2.69
H -2.24 -3.40 2.06
H -0.48 -3.31 0.56
H -0.20 -4.96 1.42
C -0.09 4.02 -1.46
C 0.26 3.12 -0.29
O -0.32 1.82 -0.45
C 0.31 0.99 -1.30
O 1.30 1.28 -1.92
C -0.38 -0.36 -1.34
F -1.72 -0.26 -1.48
F -0.17 -1.06 -0.22
F 0.04 -1.13 -2.36
H -1.18 4.07 -1.59
H 0.29 5.03 -1.30
H 0.32 3.64 -2.39
H -0.16 3.54 0.63
H 1.34 3.05 -0.15
```

## Properties
Lowest unoccupied orbital energy   2.57 eV
Gap between HOMO and LUMO   4.5 eV
E_HOMO   -1.93 eV
Net charge   -1


Energy relative to the best compared isomer or geometry (same formula, charge and spin) (computed, kJ/mol): 343.71; 267.86; 105.23; 410.87; 682.44; 201.77; 158.63; 64.91; 461.20; 123.29; 351.72; 12.57; 33.13; 97.17
Total energy (computed, eV): -19526.5085; -90960.1625; -87298.1318; -79363.3988; -79360.5841; -27461.1952; -31530.5171; -39028.4468; -21586.5280; -29951.9659; -20359.9431; -38164.7710; -30359.7233; -30236.2786